# 1
{"formula": "C19H21Cl2O", "method": "ωB97M-V with the def2-TZVPD basis set", "total_charge": 1, "spin_multiplicity": 1, "total_energy_ev": -47127.998, "e_homo_ev": -11.39, "relative_energy_kj_mol": 93.84, "gap_ha": 0.2002, "molar_mass_da": 336.28, "elements": ["C", "C", "C", "C", "O", "C", "C", "H", "H", "H", "H", "H", "H", "H", "H", "H", "H", "H", "H", "Cl", "C", "C", "C", "C", "C", "C", "C", "C", "C", "Cl", "C", "C", "C", "C", "H", "H", "H", "H", "H", "H", "H", "H", "H"], "coordinates": [[2.53, -3.29, -0.59], [1.39, -2.52, 0.07], [0.06, -2.68, -0.65], [-1.07, -1.92, 0.01], [-1.28, -2.43, 1.34], [-2.19, -1.73, 2.04], [-2.43, -2.05, 3.33], [3.45, -3.15, -0.03], [2.30, -4.36, -0.62], [2.71, -2.95, -1.62], [1.27, -2.86, 1.10], [1.64, -1.45, 0.10], [0.15, -2.29, -1.67], [-0.19, -3.74, -0.74], [-0.83, -0.85, 0.05], [-2.00, -2.05, -0.57], [-2.74, -0.93, 1.51], [-3.16, -1.45, 3.87], [-1.85, -2.81, 3.85], [-3.48, -6.71, -1.40], [-4.00, -5.87, 0.00], [-4.89, -4.79, -0.12], [-5.30, -4.12, 1.02], [-4.85, -4.49, 2.33], [-5.30, -3.71, 3.42], [-5.09, -3.87, 4.82], [-5.76, -2.95, 5.69], [-5.60, -3.00, 7.07], [-4.75, -3.96, 7.64], [-4.54, -4.03, 9.33], [-4.08, -4.88, 6.82], [-4.25, -4.83, 5.44], [-3.97, -5.60, 2.39], [-3.55, -6.28, 1.25], [-5.24, -4.49, -1.10], [-5.98, -3.27, 0.94], [-5.98, -2.91, 3.15], [-6.41, -2.20, 5.24], [-6.11, -2.29, 7.71], [-3.44, -5.63, 7.26], [-3.70, -5.55, 4.85], [-3.59, -5.96, 3.34], [-2.87, -7.12, 1.34]], "mulliken_charge": [-1.27, -0.26, -0.65, -0.60, -0.28, 0.12, -0.96, 0.36, 0.32, 0.33, 0.26, 0.27, 0.36, 0.31, 0.41, 0.37, 0.36, 0.31, 0.29, -0.15, 0.56, -0.84, -0.60, 1.21, -0.60, 1.09, -0.56, -0.79, 0.52, -0.13, -1.29, 0.16, 0.20, -1.39, 0.44, 0.40, 0.26, 0.39, 0.41, 0.43, 0.41, 0.37, 0.44]}


# 2
{"formula": "C19H21F10N5O2PS4SbTc", "method": "ωB97M-V with the def2-TZVPD basis set", "total_charge": 3, "spin_multiplicity": 1, "total_energy_ev": -120103.029, "e_homo_ev": [-16.10, -16.10], "relative_energy_kj_mol": 168.40, "gap_ha": [0.1848, 0.1846], "molar_mass_da": 920.39, "elements": ["Tc", "C", "N", "C", "C", "N", "C", "C", "F", "C", "F", "C", "F", "C", "F", "C", "F", "C", "C", "N", "C", "C", "F", "C", "F", "C", "F", "C", "F", "C", "F", "H", "H", "H", "H", "H", "H", "H", "H", "H", "H", "H", "S", "Sb", "S", "S", "S", "N", "C", "P", "O", "O", "C", "N", "H", "H", "H", "H", "H", "H", "H", "H", "H", "H"], "coordinates": [[-0.35, 0.17, -0.27], [0.79, 1.58, 2.16], [-0.20, 0.51, 1.80], [0.29, -0.79, 2.32], [1.55, -1.13, 1.52], [1.36, -0.58, 0.17], [2.30, -0.76, -0.86], [1.90, -0.48, -2.15], [0.60, -0.02, -2.33], [2.67, -0.63, -3.27], [2.16, -0.37, -4.47], [3.97, -1.08, -3.12], [4.76, -1.24, -4.17], [4.43, -1.36, -1.84], [5.66, -1.79, -1.67], [3.61, -1.21, -0.74], [4.11, -1.52, 0.46], [-1.55, 0.97, 2.20], [-1.93, 2.10, 1.23], [-1.19, 1.90, -0.04], [-1.08, 2.99, -0.91], [0.13, 3.21, -1.59], [1.16, 2.40, -1.35], [0.31, 4.27, -2.44], [1.47, 4.46, -3.03], [-0.76, 5.14, -2.68], [-0.61, 6.13, -3.51], [-1.97, 4.94, -2.04], [-2.98, 5.74, -2.28], [-2.12, 3.89, -1.16], [-3.31, 3.70, -0.59], [0.89, 1.62, 3.24], [0.46, 2.55, 1.80], [1.76, 1.36, 1.72], [-0.50, -1.53, 2.15], [0.50, -0.73, 3.39], [1.64, -2.22, 1.46], [2.44, -0.75, 2.00], [-1.56, 1.35, 3.22], [-2.24, 0.13, 2.13], [-1.71, 3.09, 1.63], [-3.00, 2.07, 1.03], [-2.87, -1.82, -2.36], [-1.36, -0.01, -5.18], [-1.36, -2.14, -3.65], [-2.46, -0.55, -0.88], [-2.31, 1.40, -3.82], [-0.19, -5.39, -2.94], [0.61, -5.08, -1.70], [-0.57, -4.26, -0.53], [-1.88, -4.87, -0.95], [-0.32, -2.79, -0.48], [-0.31, -5.04, 1.15], [-1.41, -6.07, 1.34], [-1.12, -5.72, -2.63], [0.25, -6.08, -3.55], [-0.37, -4.54, -3.47], [1.46, -4.45, -1.96], [0.98, -6.02, -1.29], [-0.43, -4.27, 1.90], [0.67, -5.50, 1.27], [-1.07, -7.03, 1.30], [-2.07, -5.91, 0.54], [-1.91, -5.96, 2.22]], "mulliken_charge": [-0.31, -0.96, 0.22, -0.83, -1.09, 1.34, -0.92, 0.05, -0.16, -0.11, -0.26, 0.65, -0.27, 0.15, -0.26, 0.88, -0.30, -0.99, -0.89, 1.41, -1.43, 0.68, -0.32, 0.03, -0.27, 0.75, -0.24, 0.26, -0.26, 0.65, -0.30, 0.39, 0.29, 0.21, 0.30, 0.33, 0.41, 0.67, 0.36, 0.40, 0.54, 0.50, 0.20, 0.76, -0.26, 0.02, -0.31, -0.13, -0.81, 0.93, -1.13, 0.22, -1.01, -0.17, 0.40, 0.41, -0.02, 0.34, 0.46, 0.22, 0.49, 0.34, 0.35, 0.35]}


# 3
{"formula": "C19H21F6N10O3RbTe", "method": "ωB97M-V with the def2-TZVPD basis set", "spin_multiplicity": 1, "total_energy_ev": -65337.260, "e_homo_ev": -7.44, "relative_energy_kj_mol": 0.00, "gap_ha": 0.2605, "molar_mass_da": 764.50, "elements": ["Rb", "N", "C", "N", "C", "N", "C", "C", "N", "C", "C", "N", "H", "H", "H", "H", "H", "N", "N", "C", "N", "N", "N", "O", "O", "H", "H", "H", "H", "H", "C", "C", "O", "C", "F", "F", "F", "C", "F", "F", "F", "H", "H", "H", "C", "Te", "C", "C", "C", "C", "C", "C", "C", "H", "H", "H", "H", "H", "H", "H", "H"], "coordinates": [[0.50, 0.93, 0.76], [-1.99, -2.51, 2.80], [-2.23, -1.82, 1.66], [-1.21, -1.99, 0.84], [-0.37, -2.85, 1.48], [-0.83, -3.17, 2.69], [0.87, -3.35, 0.95], [1.40, -4.57, 1.38], [2.49, -5.06, 0.83], [3.10, -4.37, -0.12], [2.58, -3.16, -0.56], [1.49, -2.64, -0.01], [-2.52, -2.53, 3.67], [-3.08, -1.19, 1.51], [0.93, -5.15, 2.15], [3.97, -4.83, -0.56], [3.04, -2.59, -1.34], [-0.73, 4.01, 2.88], [-1.11, 4.74, 1.77], [-1.59, 4.01, 0.72], [-1.92, 4.72, -0.37], [-1.79, 2.68, 0.84], [-2.05, 1.93, -0.26], [-1.61, 2.25, -1.37], [-2.31, 0.75, -0.02], [-0.60, 4.65, 3.68], [0.14, 3.43, 2.69], [-0.92, 5.74, 1.65], [-1.58, 5.67, -0.46], [-1.92, 4.15, -1.22], [3.20, 3.35, 3.98], [2.64, 2.12, 3.21], [1.49, 2.42, 2.60], [2.37, 0.93, 4.24], [1.54, 1.40, 5.22], [3.52, 0.49, 4.81], [1.73, -0.14, 3.63], [3.73, 1.61, 2.12], [3.36, 0.40, 1.59], [3.75, 2.52, 1.08], [4.98, 1.50, 2.64], [2.43, 3.73, 4.64], [3.45, 4.12, 3.24], [4.10, 3.12, 4.54], [0.03, -0.71, -3.86], [-0.39, -1.20, -1.75], [-2.49, -0.98, -2.46], [-2.42, -1.40, -3.91], [-3.52, -1.98, -4.54], [-3.38, -2.41, -5.85], [-2.19, -2.27, -6.53], [-1.07, -1.74, -5.93], [-1.16, -1.26, -4.62], [0.97, -1.18, -4.17], [0.13, 0.37, -4.00], [-2.79, 0.07, -2.33], [-3.17, -1.59, -1.86], [-4.45, -2.08, -3.99], [-4.23, -2.84, -6.36], [-2.13, -2.59, -7.56], [-0.15, -1.67, -6.48]], "mulliken_charge": [0.76, 0.11, -0.49, 0.15, 0.21, -0.68, 0.26, -0.33, -0.62, -0.33, -0.38, 0.07, 0.20, 0.57, 0.49, 0.40, 0.43, -0.54, -0.03, 0.54, -0.45, -0.54, 0.73, -0.64, -0.32, 0.27, 0.51, 0.18, 0.24, 0.28, -1.92, 0.86, -1.07, 0.61, -0.27, -0.27, -0.15, 0.67, -0.20, -0.26, -0.27, 0.40, 0.38, 0.45, -1.21, 0.06, -1.05, 0.77, -0.76, -0.51, -0.53, -0.77, 0.68, 0.46, 0.37, 0.39, 0.51, 0.40, 0.38, 0.38, 0.43]}


# 4
{"formula": "C19H21FN2O5S", "method": "ωB97M-V with the def2-TZVPD basis set", "spin_multiplicity": 1, "total_energy_ev": -46813.730, "smiles": "COc1ccc(COc2ccc(S(=O)(=O)N3CCCC3)cc2C(N)=O)cc1F", "e_homo_ev": -8.94, "relative_energy_kj_mol": 30.59, "gap_ha": 0.3456, "molar_mass_da": 408.45, "elements": ["C", "H", "H", "H", "O", "C", "C", "C", "C", "C", "C", "H", "H", "C", "H", "H", "O", "C", "C", "C", "C", "C", "C", "C", "O", "N", "H", "H", "H", "S", "O", "O", "N", "C", "H", "H", "C", "H", "H", "C", "H", "H", "C", "H", "H", "H", "H", "H", "F"], "coordinates": [[-3.05, -4.39, -0.75], [-4.10, -4.38, -0.45], [-2.63, -5.38, -0.57], [-2.96, -4.14, -1.81], [-2.28, -3.51, 0.05], [-2.59, -2.19, 0.03], [-1.81, -1.35, 0.83], [-2.02, 0.01, 0.90], [-3.03, 0.59, 0.13], [-3.80, -0.23, -0.68], [-3.60, -1.60, -0.72], [-4.22, -2.20, -1.36], [-4.58, 0.21, -1.28], [-3.18, 2.08, 0.10], [-4.20, 2.38, -0.12], [-2.86, 2.52, 1.06], [-2.41, 2.65, -0.97], [-1.08, 2.28, -0.95], [-0.63, 1.35, -1.88], [0.68, 0.91, -1.86], [1.54, 1.39, -0.89], [1.12, 2.33, 0.03], [-0.19, 2.80, 0.00], [-0.61, 3.81, 1.03], [-0.26, 3.75, 2.18], [-1.38, 4.81, 0.54], [-1.74, 4.79, -0.40], [-1.70, 5.52, 1.17], [1.81, 2.71, 0.77], [3.19, 0.70, -0.80], [3.98, 1.51, 0.09], [3.67, 0.49, -2.14], [2.80, -0.79, -0.16], [3.73, -1.86, -0.48], [3.17, -2.80, -0.57], [4.21, -1.63, -1.43], [4.68, -1.90, 0.71], [5.39, -1.08, 0.63], [5.23, -2.84, 0.78], [3.73, -1.67, 1.88], [3.30, -2.62, 2.21], [4.22, -1.20, 2.73], [2.62, -0.78, 1.29], [1.63, -1.15, 1.54], [2.71, 0.25, 1.64], [1.05, 0.19, -2.56], [-1.34, 0.97, -2.61], [-1.39, 0.60, 1.54], [-0.82, -1.89, 1.57]], "mulliken_charge": [-0.91, 0.36, 0.25, 0.36, -0.44, 0.51, 0.77, -0.02, 0.17, -1.24, -0.38, 0.38, 0.41, -0.97, 0.51, 0.30, -0.60, 0.41, -0.45, -0.78, 0.02, -0.18, 0.50, -0.35, -0.64, -0.25, 0.23, 0.24, 0.57, 1.37, -0.68, -0.77, 0.10, -0.82, 0.36, 0.42, -0.56, 0.25, 0.40, -0.68, 0.34, 0.31, -0.35, -0.02, 0.44, 0.48, 0.52, 0.50, -0.39]}


# 5
{"formula": "C19H21FeN2O", "method": "ωB97M-V with the def2-TZVPD basis set", "s_squared": 6.11, "total_charge": -1, "spin_multiplicity": 5, "total_energy_ev": -59449.181, "e_homo_ev": [-1.42, -3.86], "relative_energy_kj_mol": 368.90, "gap_ha": [0.1423, 0.2375], "molar_mass_da": 349.23, "elements": ["C", "C", "C", "C", "C", "N", "N", "O", "C", "C", "H", "H", "H", "H", "H", "H", "H", "H", "C", "C", "C", "C", "C", "C", "C", "Fe", "C", "C", "C", "C", "C", "H", "H", "H", "H", "H", "H", "H", "H", "H", "H", "H", "H", "H"], "coordinates": [[5.98, 2.32, 2.26], [6.13, 0.94, 2.06], [5.01, 0.15, 1.79], [3.74, 0.74, 1.67], [2.58, -0.14, 1.35], [1.43, 0.48, 0.91], [0.43, -0.44, 0.47], [2.59, -1.36, 1.53], [3.59, 2.11, 1.90], [4.71, 2.90, 2.19], [6.86, 2.93, 2.48], [7.12, 0.47, 2.12], [5.11, -0.93, 1.65], [1.47, 1.36, 0.41], [0.30, -0.40, -0.56], [0.78, -1.37, 0.76], [2.59, 2.56, 1.86], [4.59, 3.97, 2.35], [-1.77, 1.21, 1.98], [-1.46, 0.60, 0.71], [-2.53, -0.35, 0.16], [-3.83, 0.00, -0.37], [-4.51, -1.22, -0.78], [-3.64, -2.33, -0.47], [-2.44, -1.81, 0.15], [-2.74, -1.02, -1.65], [-1.08, -0.55, -2.62], [-2.18, 0.30, -3.01], [-3.26, -0.54, -3.50], [-2.82, -1.92, -3.40], [-1.47, -1.93, -2.85], [-1.13, 1.99, 2.38], [-2.63, 0.85, 2.54], [-0.49, -0.20, 0.97], [-1.13, 1.30, -0.07], [-4.24, 1.02, -0.38], [-5.52, -1.28, -1.17], [-3.88, -3.39, -0.59], [-1.63, -2.39, 0.59], [-0.07, -0.21, -2.36], [-2.17, 1.39, -3.03], [-4.19, -0.19, -3.94], [-3.37, -2.79, -3.75], [-0.84, -2.81, -2.72]], "mulliken_spin": [0.27, -0.09, 0.16, 0.05, 0.20, 0.02, 0.00, 0.15, 0.21, -0.12, 0.03, -0.01, 0.03, 0.01, 0.01, 0.00, 0.06, -0.01, 0.10, 0.05, -0.04, 0.03, 0.04, 0.05, 0.02, 2.64, 0.18, 0.02, -0.02, 0.05, -0.02, -0.01, 0.01, -0.04, -0.03, 0.01, 0.00, 0.01, 0.01, -0.04, -0.01, 0.00, 0.01, 0.01]}